(i)
An isolated molecule of C5H5F, computed with ωB97M-V/def2-TZVPD.

CARTESIAN COORDINATES (ANGSTROEM)
C: 1.25377 -0.27745 0.00275
H: -2.02609 -1.19122 0.05830
H: -0.79499 2.61477 -0.07425
C: 0.24851 2.21936 -0.01817
C: 0.50335 0.95649 -0.08754
C: -0.03002 -0.56998 -0.04989
F: 2.57212 -0.70285 0.08796
H: -0.90526 -2.08216 1.02551
H: -0.90796 -2.31422 -0.96254
H: 1.11299 2.91801 0.00294
C: -1.02642 -1.57075 0.01492

Calculated values
- Spin multiplicity: 1
- Frontier orbital gap: 9.2 eV
- Highest occupied orbital energy: -8.535 eV
- SMILES: C=C1C(C)=C1F

=====

(ii)
An isolated molecule of C5H5F, computed with ωB97M-V/def2-TZVPD.

CARTESIAN COORDINATES (ANGSTROEM)
F: -0.97020 2.35922 -0.02260
C: -2.32436 -0.93103 -0.19648
H: 1.33562 1.66491 -0.28207
C: -0.58477 0.98738 0.06258
H: -2.94353 -1.75529 0.12331
C: -1.55693 0.02223 0.13313
H: 0.67864 -1.36862 -0.13594
C: 0.72387 0.77508 -0.15865
H: 2.35827 -0.60476 -0.60460
H: 1.83253 -0.58423 1.09036
C: 1.45087 -0.56488 -0.00904

Calculated values
- Spin multiplicity: 1
- Frontier orbital gap: 9.3 eV
- Highest occupied orbital energy: -9.128 eV
- SMILES: C#C/C(F)=C\C

=====

(iii)
A structure of composition C5H5F, computed with ωB97M-V/def2-TZVPD.

CARTESIAN COORDINATES (ANGSTROEM)
C: 0.36968 0.59679 0.12098
H: 2.14951 1.72952 0.40239
H: -1.37070 -2.00928 -0.13682
C: -0.94042 0.19447 -0.31916
C: -0.58060 -1.21636 -0.39915
C: 0.39749 -0.82116 0.68814
H: 0.93615 2.31100 -0.86181
H: 0.02986 -1.16969 1.59502
H: -0.33442 -1.76622 -1.35121
F: -1.93330 0.64337 0.37731
C: 1.27679 1.50757 -0.11569

Calculated values
- Spin multiplicity: 1
- Frontier orbital gap (alpha / beta): 8.1 / 8.1 eV
- Highest occupied orbital energy (alpha / beta): -7.963 / -7.963 eV

=====

Which structure is the least stable? The one labeled (iii).